Entry 1:
Below is a 11-piece molecular cluster, C35H78N12O13P overall, with properties calculated with the ωB97M-V functional and the def2-TZVPD basis.

Calculated values
- Highest occupied orbital energy: -10.263 eV
- Charge: +1
- Calculated total energy: -3356.83178 Ha

Each line ends with the Mulliken charge.
Positions of all 139 atoms, in Å:
P  -2.31448  0.98133  0.08977  1.05
O  1.48991  2.70164  -3.85385  -0.66
O  -1.89329  0.33392  -1.28695  -0.39
O  -10.07469  -5.49197  -4.79797  -0.59
O  3.79054  6.27373  4.39375  -0.56
O  -1.82278  9.24885  2.83287  -0.55
O  -4.28974  -2.12658  -3.09816  -0.65
O  6.97538  2.83462  3.47206  -0.70
O  1.59516  -7.15578  -1.54614  -0.64
O  -1.70997  0.26335  1.20377  -0.65
O  4.27282  1.95922  1.43619  -0.57
O  -5.98590  -6.73934  0.68497  -0.60
O  4.10341  -5.17143  1.84475  -0.59
O  -3.91351  1.01449  0.22519  -0.52
N  2.58897  -8.89500  -2.61714  0.12
N  7.10703  4.90125  2.54804  0.15
N  -4.92475  -3.24224  -1.22620  0.47
N  -2.55207  3.75297  0.57689  0.09
N  1.75160  6.63853  3.47301  0.28
N  4.36912  -0.12489  2.34327  0.14
N  1.89852  -4.87480  1.35601  0.31
N  -5.02198  -8.66422  1.40445  0.11
N  -7.96219  -4.65828  -4.80708  0.15
N  -1.65924  11.35048  1.98423  0.10
N  -0.62168  4.57055  0.03810  0.13
N  3.59080  3.57103  -3.91460  0.08
C  0.53394  -4.81405  1.83700  -1.01
C  6.53730  3.96391  3.32200  0.03
C  -2.21276  10.40393  2.75602  0.10
C  1.56230  -8.93305  -3.64567  -0.93
C  -2.17286  12.70904  1.94069  -0.91
C  -3.80666  -7.97783  1.81082  -0.88
C  8.32497  4.56639  1.82975  -0.95
C  4.84724  1.10587  2.10774  0.11
C  -5.12005  -10.10015  1.59412  -0.92
C  2.49352  3.11736  -3.29579  0.78
C  2.81378  6.97818  4.22740  0.07
C  3.62130  3.58147  -5.37010  -0.97
C  3.08642  -0.51118  1.78139  -0.81
C  2.93638  -5.10604  2.18170  0.05
C  2.15528  -4.68365  -0.06392  -0.86
C  -4.25340  -3.11440  -2.37502  -0.08
C  -5.77336  -2.14199  -0.81086  -0.78
C  -6.01843  -7.94651  0.86549  0.11
C  6.54346  6.22967  2.41099  -0.62
C  1.65294  2.11282  0.00109  -0.53
C  -0.50891  11.00417  1.16724  -0.84
C  -1.82595  4.85604  0.49913  -0.50
C  -1.74560  2.69474  0.14707  -0.08
C  1.75268  5.34891  2.81225  -0.76
C  5.09515  -1.09156  3.14790  -0.91
C  0.60121  7.50599  3.29003  -0.93
C  -9.08221  -5.11281  -4.21076  0.11
C  0.61234  2.48081  -0.72900  -0.95
C  -0.53999  3.19848  -0.19495  0.02
C  4.74727  4.04889  -3.17753  -0.88
C  -7.91645  -4.61011  -6.25880  -0.97
C  2.49118  -7.97780  -1.64236  0.19
C  3.68428  -9.84517  -2.67509  -0.91
C  -6.80870  -4.21855  -4.04786  -0.76
C  -4.83189  -4.43292  -0.38504  -1.14
H  1.83152  4.54825  3.54864  0.32
H  5.62022  4.31176  3.82374  0.43
H  1.72804  2.21543  1.07280  0.31
H  -6.53984  -1.95829  -1.56546  0.31
H  -7.00202  -4.31862  -2.98078  0.06
H  4.23587  -9.71945  -3.60833  0.34
H  -4.29259  1.70988  -0.33247  0.31
H  2.60715  5.27703  2.13527  0.33
H  -6.08382  -10.46073  1.24255  0.29
H  -4.32895  -10.60292  1.03539  0.34
H  0.58815  -9.11346  -3.19042  0.29
H  -5.94124  -4.82973  -4.30947  0.34
H  2.64191  -5.56317  -0.45590  0.12
H  6.03222  -0.66842  3.50158  0.29
H  0.58623  2.23011  -1.78487  0.68
H  -3.10210  -8.69339  2.22560  0.36
H  -2.53863  -0.33560  -1.57417  0.27
H  -5.17817  -1.23333  -0.70640  0.02
H  1.78389  -9.72483  -4.35609  0.38
H  0.30551  10.65365  1.80241  0.24
H  -0.77337  10.20293  0.47548  0.25
H  2.71958  7.97440  4.68915  0.28
H  -4.44983  -4.15087  0.59775  0.35
H  2.62844  -5.23897  3.23397  0.30
H  0.82832  5.23703  2.24969  0.03
H  -4.16001  -5.16047  -0.83310  0.22
H  -3.63476  -3.99324  -2.61946  0.43
H  5.30415  -1.97581  2.54322  0.36
H  8.65864  5.42523  1.25306  0.40
H  -5.01685  -10.34210  2.65310  0.34
H  3.29505  -10.86364  -2.62661  0.33
H  5.62222  3.44916  -3.43171  0.33
H  -8.71317  -3.96730  -6.63405  0.31
H  -6.24719  -2.36944  0.14004  0.40
H  3.13157  -0.43418  0.69363  0.19
H  5.64002  6.31909  3.00984  0.02
H  -8.06463  -5.60980  -6.66810  0.31
H  2.48993  1.63841  -0.48184  0.57
H  0.12409  5.22987  -0.12381  0.28
H  -0.06502  -5.58404  1.34598  0.35
H  -3.07552  10.76709  3.33608  0.26
H  7.26624  6.97583  2.74755  0.37
H  4.57387  3.97450  -5.71420  0.39
H  0.10358  -3.83448  1.61491  0.32
H  9.10430  4.27584  2.53467  0.30
H  5.81743  1.29612  2.57933  0.28
H  -3.02919  12.80843  2.60327  0.29
H  2.57378  3.15372  -2.20119  -0.35
H  4.36342  -9.68712  -1.84044  0.31
H  3.48552  2.56919  -5.75013  0.31
H  -2.48166  12.95600  0.92387  0.34
H  6.29782  6.42061  1.36260  0.31
H  -6.95366  -4.22298  -6.58256  0.37
H  8.14095  3.72547  1.15970  0.27
H  -0.29858  7.00477  3.64931  0.34
H  2.82054  -3.82628  -0.19766  0.28
H  1.52366  -7.97603  -4.16642  0.29
H  0.72428  8.43521  3.83849  0.24
H  4.48540  -1.37662  4.00714  0.31
H  -4.04141  -7.22088  2.55992  0.29
H  -6.58740  -3.17353  -4.27192  0.39
H  2.84238  -1.53336  2.05897  0.39
H  2.81069  4.20151  -5.75304  0.30
H  -2.18781  5.83463  0.76220  0.62
H  3.31720  -8.02979  -0.91241  0.26
H  0.50538  -4.97578  2.91306  0.32
H  -1.39784  13.40836  2.25721  0.34
H  4.56954  3.97417  -2.10614  0.31
H  -3.35639  -7.48036  0.95084  0.23
H  4.94436  5.09160  -3.43334  0.32
H  -6.89448  -8.55492  0.59120  0.28
H  1.22652  -4.51448  -0.59916  0.41
H  -0.18150  11.87437  0.60560  0.37
H  -3.51008  3.69450  0.88074  0.23
H  0.48154  7.73838  2.22921  0.32
H  -5.81000  -4.87694  -0.27353  0.55
H  -9.01654  -5.11010  -3.10829  0.27
H  2.31033  0.16258  2.14846  0.25

=====

Entry 2:
Below is a 5-piece molecular cluster, C35H78NO17P4 overall, with properties calculated with the ωB97M-V functional and the def2-TZVPD basis.

Calculated values
- Highest occupied orbital energy: -10.875 eV
- Charge: +1
- Calculated total energy: -4078.76192 Ha

Each line ends with the Mulliken charge.
Positions of all 135 atoms, in Å:
P  2.98610  0.17348  3.07672  0.97
P  -0.37226  8.61601  1.63011  1.17
P  8.72966  -5.16551  1.37557  1.04
P  -5.82880  -2.54059  -7.02626  1.11
O  4.37680  0.60787  3.60065  -0.71
O  8.88186  -5.86237  2.88251  -0.38
O  7.46839  -4.37759  1.80639  -0.66
O  0.79293  8.47473  2.90104  -0.36
O  -6.63714  -1.44469  -6.28950  -0.73
O  -7.04773  -2.91210  -8.08315  -0.28
O  1.43220  -0.31188  2.49131  -0.10
O  7.88001  -6.35566  0.59938  -0.29
O  -6.14039  -3.65877  -5.82950  -0.39
O  2.20839  0.47759  4.50624  -0.28
O  0.41658  10.00120  1.14160  -0.48
O  -1.36761  9.25277  2.78970  -0.30
O  3.34515  -1.44099  3.28699  -0.47
O  -4.92560  -3.76510  -7.84949  -0.37
O  -1.41508  8.74246  0.49266  -0.72
O  10.13895  -6.04589  0.89419  -0.40
O  -3.21989  1.32181  1.24990  -0.38
N  -2.58084  3.69694  0.27593  -0.03
C  0.66912  -2.11241  4.01813  -1.06
C  -4.93811  -5.13847  -7.47131  -0.14
C  4.68771  -1.90621  3.35267  -0.34
C  8.62571  -5.95950  -1.68607  -1.01
C  0.93539  -1.64316  2.59221  -0.18
C  10.72453  -7.08102  1.67835  -0.17
C  6.89456  -5.83780  4.26937  -1.06
C  -3.63216  0.30816  0.24453  -0.25
C  8.29369  -5.27940  4.03897  -0.31
C  0.11623  2.49161  -1.15638  -0.18
C  -6.66544  -0.20207  -1.55312  -1.03
C  -8.02208  -3.16925  -4.38279  -1.20
C  -1.62061  7.29846  4.22251  -0.92
C  -2.30302  8.35701  3.37403  -0.32
C  1.71745  9.50501  3.23733  -0.19
C  -4.74680  -1.82395  1.60960  -1.08
C  -2.28980  2.19817  0.46168  0.38
C  5.17653  -1.93372  4.79584  -1.00
C  1.83882  1.82877  4.74404  -0.47
C  0.74943  2.29428  3.79394  -0.85
C  -7.17549  -2.06432  -9.21619  -0.32
C  -6.00193  -2.21037  -10.16885  -1.01
C  7.45506  -6.06149  -0.72414  -0.33
C  1.07901  10.76517  3.81069  -0.96
C  -4.31418  -1.64359  -1.78792  -0.82
C  9.85961  -8.32762  1.82750  -0.95
C  -5.00694  -0.50066  0.62032  -0.07
C  -6.27891  -5.83668  -7.66907  -0.97
C  0.29264  10.50489  -0.18284  -0.35
C  -0.92123  1.56404  -0.23979  0.00
C  -5.56725  -1.16886  -0.80755  0.28
C  -0.30614  4.07943  -1.32903  -0.41
C  -0.85429  11.50441  -0.27212  -1.08
C  -1.67453  4.61467  -0.56623  -0.26
C  -6.50662  -3.26311  -4.51324  -0.36
H  1.55349  -2.05786  4.66014  0.20
H  9.67425  -8.78545  0.85676  0.29
H  -2.35777  6.67874  4.74015  0.40
H  -8.48081  -2.58544  -5.18182  0.30
H  -7.09804  -5.35437  -7.12718  0.19
H  -8.29838  -2.72795  -3.41927  0.34
H  4.98853  -0.99853  5.32479  0.36
H  -8.09925  -2.34486  -9.73191  0.31
H  1.09119  2.00429  -1.63023  0.36
H  -6.22120  -6.87002  -7.31574  0.37
H  11.03982  -6.68496  2.65078  0.26
H  8.87841  -8.11946  2.26472  0.18
H  -3.85250  -2.40556  1.11245  0.22
H  -6.16260  -1.62491  -11.07814  0.40
H  -5.75063  -2.46842  1.58939  0.35
H  -1.78015  11.12699  0.16382  0.30
H  -2.97430  8.94988  4.00323  0.30
H  1.23118  11.01181  -0.43171  0.35
H  0.33459  -3.15359  4.01574  0.40
H  -6.14300  -2.17325  -0.53559  0.34
H  -1.04202  11.78196  -1.31480  0.37
H  0.18260  9.69011  -0.90731  0.31
H  -5.07320  -1.86255  -9.70405  0.31
H  1.11237  2.31604  2.76081  0.24
H  8.92769  -5.53415  4.89507  0.35
H  -7.61163  -0.80864  -1.93504  0.15
H  -3.70803  0.89073  -0.79158  0.49
H  -4.56757  -5.25055  -6.44562  0.24
H  -8.46260  -4.17155  -4.43816  0.34
H  6.95910  -6.89097  4.56667  0.32
H  4.64843  -2.71687  5.35218  0.27
H  0.41057  3.30111  4.05252  0.44
H  6.27322  -5.80705  3.37343  0.27
H  1.59410  -2.33342  2.05227  0.35
H  -4.62453  -2.50164  -2.54842  0.06
H  10.35556  -9.05471  2.47661  0.37
H  -6.13329  -4.02773  -3.82350  0.44
H  -2.76079  -0.50218  0.23602  -0.13
H  -0.10789  1.61363  3.82028  0.19
H  9.26540  -5.10608  -1.43702  0.31
H  -5.84595  0.17515  1.09733  0.34
H  -3.43203  -2.11756  -1.13815  0.24
H  -6.01281  -2.32683  -4.22975  0.24
H  6.38815  -5.28784  5.06971  0.37
H  -7.27963  -1.02469  -8.88947  0.28
H  -6.11322  0.38502  -2.40266  0.23
H  8.29194  -4.18554  3.97328  0.26
H  -6.56162  -5.83551  -8.72092  0.29
H  -3.95814  -0.68528  -2.35986  0.24
H  6.87181  -5.13508  -0.72726  0.25
H  2.36141  9.72879  2.37876  0.26
H  5.34486  -1.31022  2.70941  0.31
H  1.47385  1.89145  5.77403  0.32
H  9.25115  -6.85687  -1.63558  0.22
H  0.55927  10.54343  4.74182  0.29
H  -0.64593  0.41706  -0.09758  0.16
H  2.72083  2.47227  4.66406  0.29
H  6.79261  -6.87249  -1.04266  0.32
H  -1.00088  6.63961  3.60493  0.22
H  0.33869  11.21387  3.14147  0.20
H  -0.01873  -1.65775  2.05492  0.30
H  0.38526  4.76453  -1.98980  0.34
H  -0.96069  7.75950  4.96475  0.23
H  -7.09137  0.57153  -0.75046  0.35
H  -5.85151  -3.25944  -10.44422  0.22
H  -0.09367  -1.49463  4.49015  0.29
H  6.24904  -2.15210  4.83434  0.24
H  -0.59810  12.41451  0.28266  0.30
H  4.70382  -2.92409  2.94840  0.29
H  -3.41437  4.17857  0.71205  0.34
H  -1.92933  5.76777  -0.73545  0.40
H  -2.90777  7.89114  2.58938  0.26
H  2.37706  9.08857  4.00591  0.37
H  1.84480  11.52246  4.00053  0.37
H  11.64446  -7.37572  1.16249  0.37
H  8.27582  -5.82884  -2.71364  0.40
H  -4.20516  -5.64114  -8.11111  0.37
H  -4.57588  -1.53028  2.72937  0.33